{"formula": "C46H60BCrN8S", "method": "the ωB97M-V functional and the def2-TZVPD basis", "total_charge": 0, "lumo_ev": [-0.2, -0.2], "spin_multiplicity": 2, "s2": 0.77, "species": ["Cr", "C", "C", "C", "C", "N", "N", "B", "N", "N", "C", "C", "C", "C", "C", "C", "C", "C", "N", "N", "C", "C", "C", "C", "C", "C", "C", "C", "C", "C", "C", "C", "H", "H", "H", "H", "H", "H", "H", "H", "H", "H", "H", "H", "H", "H", "H", "H", "H", "H", "H", "H", "H", "H", "H", "H", "H", "H", "H", "H", "H", "H", "H", "H", "H", "H", "H", "H", "H", "H", "H", "H", "S", "C", "C", "C", "C", "C", "C", "N", "C", "C", "C", "C", "C", "C", "C", "H", "H", "H", "H", "H", "H", "H", "H", "C", "N", "C", "C", "C", "C", "C", "C", "C", "C", "H", "H", "H", "H", "H", "H", "H", "H", "H", "H", "H", "H"], "coordinates": [[-1.140638, -0.300250, -0.543093], [4.351686, 2.082776, 2.322955], [3.781291, 0.703631, 2.259601], [4.340444, -0.404127, 2.846610], [3.488561, -1.469426, 2.517426], [2.475007, -1.025444, 1.781771], [2.644498, 0.307867, 1.623083], [1.799182, 1.276349, 0.747347], [1.436686, 0.782626, -0.681765], [1.216842, -0.522080, -1.056526], [1.616364, -0.624902, -2.329768], [2.002450, 0.637069, -2.811889], [1.887559, 1.494917, -1.745411], [2.300260, 2.928644, -1.705731], [1.917918, -1.931319, -3.039905], [1.038104, -2.152932, -4.276494], [3.382607, -1.846383, -3.507519], [1.768339, -3.112808, -2.087155], [0.534801, 1.895487, 1.422998], [-0.761537, 1.427992, 1.371718], [-1.490404, 2.295543, 2.111385], [-0.666530, 3.318935, 2.586839], [0.592960, 3.051132, 2.114879], [1.764208, 3.963911, 2.286145], [-2.965718, 2.316466, 2.464551], [-3.812750, 1.493501, 1.523230], [-3.137734, 1.795358, 3.900995], [-3.477466, 3.766974, 2.420628], [3.664619, -2.908229, 2.955073], [2.601443, -3.243089, 4.010746], [3.568500, -3.867329, 1.764473], [5.043235, -3.091019, 3.599429], [5.364810, 2.019108, 2.715579], [4.386150, 2.553502, 1.340823], [3.777915, 2.721883, 2.991422], [5.244446, -0.421934, 3.430780], [2.550155, 2.185555, 0.580139], [2.346373, 0.897194, -3.799598], [2.228995, 3.353741, -2.706326], [1.678679, 3.509895, -1.030313], [3.337740, 3.007311, -1.372459], [0.959514, -1.240218, -4.872067], [1.476370, -2.933493, -4.902637], [0.038472, -2.465485, -3.986611], [3.486149, -1.138598, -4.331367], [4.039437, -1.523660, -2.698132], [3.718112, -2.823994, -3.858809], [0.723983, -3.230621, -1.806619], [2.098736, -4.032234, -2.575021], [2.358639, -2.956025, -1.184312], [-0.952180, 4.169112, 3.181571], [1.389493, 4.975042, 2.437039], [2.354962, 3.694619, 3.160078], [2.415127, 3.961768, 1.414827], [-3.506993, 0.456082, 1.553489], [-4.865027, 1.547750, 1.808563], [-3.712564, 1.853448, 0.499480], [-2.816272, 0.757008, 3.986092], [-2.554776, 2.390516, 4.605448], [-4.189493, 1.848918, 4.191328], [-3.199115, 4.253442, 1.483871], [-4.566117, 3.765115, 2.494794], [-3.088355, 4.359884, 3.248961], [1.602044, -3.084937, 3.613898], [2.693401, -4.282280, 4.336701], [2.727245, -2.595797, 4.880990], [2.618521, -3.764606, 1.245175], [4.372061, -3.663212, 1.053864], [3.670420, -4.901244, 2.103073], [5.136446, -2.491502, 4.506251], [5.184637, -4.138183, 3.873471], [5.842476, -2.808506, 2.912205], [-1.211536, 1.866294, -4.522242], [-1.020457, 3.143693, -3.360612], [-0.899212, 4.504761, -3.600164], [-0.825575, 5.354430, -2.510482], [-0.891217, 4.843812, -1.213542], [-1.011063, 3.487623, -0.978996], [-1.053621, 2.612052, -2.063309], [-1.193467, 1.233472, -2.016274], [-1.326073, 0.723074, -3.215225], [-1.625372, -0.668896, -3.390526], [-2.023583, -1.176288, -4.632096], [-2.408201, -2.492151, -4.743097], [-2.355882, -3.296368, -3.605079], [-1.947286, -2.783298, -2.388219], [-1.584635, -1.440794, -2.208854], [-0.881804, 4.889256, -4.611458], [-0.729096, 6.420385, -2.668310], [-0.846885, 5.517127, -0.366634], [-1.094734, 3.097893, 0.026155], [-2.039017, -0.522687, -5.497444], [-2.738256, -2.894790, -5.691159], [-2.657001, -4.335148, -3.667013], [-1.935163, -3.471664, -1.552742], [-0.348679, -2.920252, 0.642960], [-1.345822, -1.886110, 0.971687], [-1.074366, -1.430125, 2.348774], [-2.699625, -2.492079, 0.943382], [-3.651966, -1.697793, 0.107749], [-5.004173, -2.013691, 0.120317], [-5.897432, -1.298382, -0.659814], [-5.419229, -0.267788, -1.457285], [-4.068976, 0.038965, -1.455848], [-3.140883, -0.657599, -0.674386], [-0.433861, -3.764398, 1.337388], [0.637889, -2.474103, 0.713733], [-0.510673, -3.288632, -0.364472], [-1.087674, -2.287922, 3.032528], [-1.836951, -0.722824, 2.660066], [-0.098033, -0.963101, 2.401597], [-3.082302, -2.585332, 1.964201], [-2.627869, -3.510315, 0.552113], [-5.365499, -2.825179, 0.744655], [-6.952089, -1.542906, -0.654239], [-6.098084, 0.300932, -2.081118], [-3.729953, 0.852689, -2.088890]], "forces_ev_per_angstrom": [[-0.18, -0.09, -0.30], [0.00, -0.09, -0.05], [0.25, -0.02, 0.09], [-0.02, 0.01, 0.03], [0.02, 0.28, -0.03], [-0.42, -0.55, 0.01], [0.14, 0.32, -0.15], [-0.10, -0.32, 0.11], [0.24, 0.26, -0.18], [-0.18, -0.14, 0.16], [0.15, 0.15, 0.00], [-0.17, -0.02, -0.05], [0.15, -0.16, -0.13], [0.00, -0.08, 0.04], [-0.14, -0.14, -0.06], [0.08, 0.01, 0.10], [0.00, 0.06, 0.07], [-0.03, 0.08, 0.00], [-0.01, 0.13, -0.03], [-0.06, -0.12, 0.16], [0.33, 0.14, 0.14], [-0.07, -0.06, 0.02], [-0.18, 0.12, 0.02], [-0.09, -0.08, -0.02], [-0.10, -0.09, 0.05], [0.03, 0.04, -0.07], [0.02, -0.01, -0.06], [0.05, -0.04, 0.00], [-0.07, -0.11, 0.05], [0.07, 0.00, -0.08], [-0.01, 0.09, 0.05], [-0.04, 0.02, -0.03], [0.04, -0.02, -0.02], [0.06, 0.06, 0.07], [0.27, -0.13, -0.11], [0.02, 0.00, -0.03], [-0.23, 0.01, 0.02], [0.07, -0.05, 0.01], [-0.02, 0.00, -0.02], [-0.01, 0.07, -0.02], [-0.02, 0.06, 0.00], [0.02, -0.02, -0.03], [0.01, -0.02, 0.00], [0.15, -0.01, -0.09], [0.03, 0.02, 0.01], [0.00, -0.04, 0.01], [-0.04, -0.01, -0.01], [0.10, -0.04, -0.04], [0.00, 0.01, -0.03], [0.00, -0.04, 0.06], [0.01, 0.00, -0.03], [-0.04, 0.01, 0.03], [-0.15, 0.13, -0.04], [0.00, 0.03, 0.08], [-0.02, -0.20, -0.10], [-0.01, 0.00, 0.00], [-0.03, -0.05, -0.05], [0.01, -0.02, 0.02], [0.01, -0.01, 0.00], [-0.01, 0.01, 0.00], [-0.03, 0.00, -0.01], [-0.01, 0.01, 0.03], [-0.01, 0.03, -0.04], [-0.14, -0.01, -0.07], [0.00, 0.00, 0.00], [-0.04, -0.01, 0.01], [-0.10, 0.04, -0.06], [-0.04, 0.01, -0.05], [-0.02, 0.00, 0.01], [0.03, 0.00, 0.00], [-0.01, -0.01, 0.01], [0.01, 0.00, 0.00], [0.01, -0.09, 0.23], [-0.03, -0.24, 0.02], [0.01, 0.13, 0.05], [0.03, -0.03, -0.10], [0.02, -0.05, 0.09], [-0.03, -0.09, 0.05], [0.03, 0.48, -0.10], [-0.08, -0.30, 0.08], [0.03, 0.48, -0.09], [-0.03, -0.38, 0.11], [-0.04, 0.20, 0.14], [-0.01, -0.06, 0.01], [-0.05, 0.02, -0.03], [0.10, -0.11, 0.16], [0.14, 0.22, -0.41], [0.02, 0.01, 0.01], [-0.01, 0.00, 0.00], [-0.03, 0.01, -0.01], [0.08, 0.14, -0.20], [-0.03, -0.03, -0.04], [0.01, 0.00, 0.00], [0.04, -0.01, -0.01], [-0.14, 0.05, 0.00], [0.19, -0.01, 0.14], [0.02, 0.03, 0.00], [0.09, 0.00, 0.08], [-0.18, -0.08, -0.08], [0.03, 0.21, 0.03], [-0.13, 0.00, 0.00], [-0.02, -0.05, -0.01], [0.03, 0.07, 0.05], [0.19, 0.15, -0.14], [-0.19, -0.19, 0.46], [0.03, 0.03, 0.07], [0.21, -0.02, 0.02], [0.04, 0.08, 0.12], [-0.04, -0.03, -0.04], [0.00, 0.08, -0.04], [0.14, 0.07, -0.03], [0.04, -0.04, 0.00], [0.05, -0.01, 0.00], [0.02, 0.01, 0.01], [0.01, -0.02, 0.01], [-0.01, 0.00, 0.01], [-0.04, -0.01, 0.00]]}

---

{"formula": "C9H15NSi", "method": "the ωB97M-V functional and the def2-TZVPD basis", "de_lowest_kcal_mol": 59.0, "total_charge": 0, "smiles": "CN(C)[SiH2]Cc1ccccc1", "lumo_ev": 0.9, "species": ["C", "N", "C", "Si", "C", "C", "C", "C", "C", "C", "C", "H", "H", "H", "H", "H", "H", "H", "H", "H", "H", "H", "H", "H", "H", "H"], "coordinates": [[-1.070181, 1.186430, -1.312780], [-1.634789, 0.358769, -0.300285], [-2.302722, 1.078052, 0.819157], [-1.397670, -1.293716, -0.219971], [0.088553, -2.009043, 0.823530], [1.288500, -1.165913, 0.470202], [2.313663, -1.510977, -0.400915], [3.213095, -0.484083, -0.818494], [3.149990, 0.813291, -0.280141], [2.180299, 1.173539, 0.734460], [1.309561, 0.102793, 1.013224], [-0.945983, 0.369750, -2.218305], [-1.856692, 2.021269, -1.509439], [-0.084959, 1.643968, -1.155287], [-2.506347, 0.353542, 1.495833], [-1.878062, 1.933506, 1.238119], [-3.179588, 1.419860, 0.331810], [-1.110580, -1.901491, -1.575245], [-2.623657, -1.863940, 0.525145], [0.083758, -3.177582, 0.692610], [-0.105531, -1.751614, 1.945795], [2.243617, -2.484012, -0.927245], [3.788393, -0.745249, -1.732929], [3.948473, 1.538195, -0.442430], [2.226836, 2.008584, 1.448561], [0.560704, 0.308916, 1.703193]], "forces_ev_per_angstrom": [[-1.11, -1.03, -2.92], [0.81, 1.42, 1.55], [0.12, -0.50, -3.74], [0.17, -2.48, 1.03], [-0.87, -0.40, 1.42], [0.52, -0.95, -0.33], [-0.34, 0.86, -1.11], [-1.05, -0.60, -0.54], [-0.01, 0.64, 1.61], [1.15, -3.37, -1.00], [0.73, 1.86, -0.05], [-0.23, 2.72, 1.48], [1.41, -1.26, -0.34], [-0.17, -0.14, 0.38], [-0.98, -1.78, 2.57], [1.63, 1.11, 0.62], [-1.50, 0.50, 0.08], [-0.39, 0.47, 0.32], [0.59, 0.25, -0.67], [0.47, 2.30, 0.17], [0.00, -0.84, -1.83], [0.47, 0.67, 0.44], [0.19, 0.53, 1.08], [-0.22, -0.21, -0.59], [-0.05, -0.08, -1.01], [-1.36, 0.32, 1.39]]}

---

{"formula": "C4H11NO2S", "method": "the ωB97M-V functional and the def2-TZVPD basis", "de_lowest_kcal_mol": 51.2, "total_charge": 0, "smiles": "C[C@H](CS)NC=O.O", "lumo_ev": 0.6, "species": ["C", "C", "C", "S", "N", "C", "O", "H", "H", "H", "H", "H", "H", "H", "H", "H", "O", "H", "H"], "coordinates": [[-2.520346, -1.066454, 0.558449], [-0.907870, -0.989019, 0.307685], [-0.081280, -0.230280, 1.427590], [0.227624, -1.445743, 2.899154], [-0.735952, -0.276926, -0.973026], [-0.198192, -0.925475, -2.090453], [-0.083790, -2.168684, -1.975413], [-3.151575, -0.704610, -0.316365], [-2.916112, -0.502918, 1.406371], [-2.907159, -2.004866, 0.571400], [-0.591695, -2.081114, 0.074458], [0.888041, 0.044118, 1.264540], [-0.703950, 0.678434, 1.939270], [-0.999917, -2.047308, 2.833732], [-0.947496, 0.656823, -0.941020], [-0.166951, -0.346554, -2.997767], [5.473044, 4.309908, -1.543116], [5.728342, 4.576625, -0.699021], [4.595230, 4.524045, -1.746461]], "forces_ev_per_angstrom": [[0.96, 3.16, -1.15], [-1.14, -0.48, -0.72], [-4.88, -1.11, 3.03], [-1.00, 0.45, -1.04], [1.72, -2.68, -0.69], [-2.27, -3.07, 3.42], [0.76, 2.64, -1.55], [1.37, 0.25, 0.64], [0.44, -0.08, 0.19], [-0.48, -3.22, 0.73], [-0.04, 2.12, 0.81], [2.33, 0.86, -1.30], [1.48, -2.07, -1.62], [0.62, 0.34, 0.09], [-0.39, 2.62, -0.38], [0.53, 0.28, -0.47], [1.65, -1.46, -2.13], [0.14, 0.82, 2.08], [-1.79, 0.64, 0.05]]}

---

{"formula": "CH3N2O2S", "method": "the ωB97M-V functional and the def2-TZVPD basis", "de_lowest_kcal_mol": 59.4, "total_charge": -1, "lumo_ev": 3.4, "species": ["C", "N", "N", "O", "O", "S", "H", "H", "H"], "coordinates": [[-1.311134, -1.919465, 1.587546], [1.148191, -0.067226, -0.432178], [-0.034515, 0.743586, -0.227478], [-0.388736, -2.574256, 1.586655], [-2.254297, -1.209053, 1.633756], [0.040332, 2.346198, -0.541465], [1.937102, 0.442700, -0.125859], [1.324027, -0.455735, -1.421506], [-0.460970, 2.693253, -2.059470]], "forces_ev_per_angstrom": [[-3.61, 3.64, 0.07], [-0.83, -0.99, -1.36], [-0.46, -0.68, -0.08], [2.26, -2.00, -0.05], [1.36, -1.52, -0.07], [-0.23, 0.19, -1.89], [1.32, 0.65, 0.05], [-0.54, 1.22, 1.54], [0.73, -0.51, 1.79]]}

---

no.,E (Eh)
1,-3694.458714
2,-696.118596
3,-762.367734
4,-698.043156